No. 1
{"formula": "C6H13N2PtS", "method": "ωB97M-V/def2-TZVPD", "charge": -1, "orbital_gap_ev": [3.99, 4.74], "multiplicity": 3, "relative_energy_kj_mol": 126.4, "s2": 2.0239, "symbols": ["N", "H", "C", "H", "C", "H", "H", "H", "C", "H", "H", "H", "C", "H", "C", "H", "Pt", "C", "H", "H", "N", "H", "S"], "positions_angstrom": [[-1.2146, 0.1170, 1.9294], [3.2765, -0.6071, 0.9975], [-0.8594, 0.3819, 0.6073], [-3.2454, -2.4723, 1.6750], [-1.4882, -0.3823, -0.3520], [-2.2036, -1.0587, 3.4121], [-1.2658, -0.1639, -1.4226], [2.1643, 0.3917, -2.2995], [-2.3828, -1.3745, 0.0315], [1.1403, 2.9882, -3.5247], [1.9713, -1.7833, 1.5490], [-0.7514, 0.7005, 2.6068], [2.5138, -1.3266, 0.7341], [-2.8551, -1.9852, -0.7290], [-2.0536, -0.8715, 2.3463], [1.8280, -0.8954, -0.0733], [0.5199, 0.9182, -2.1980], [-2.6372, -1.6417, 1.3766], [3.0748, -2.1568, 0.3157], [0.7316, 3.5720, -2.1075], [1.2735, 2.8167, -2.5282], [2.2417, 3.1701, -2.4676], [0.2215, 1.6628, 0.1212]], "forces_ev_per_angstrom": [[1.68, 2.01, 0.60], [-0.21, 0.40, 0.47], [-0.63, -0.12, -1.33], [-0.36, -0.22, 0.06], [0.83, 0.98, -0.03], [0.24, 0.30, -0.40], [-0.30, -0.31, 0.78], [-1.02, -0.27, -0.82], [-1.05, -1.38, -0.61], [-0.32, -0.29, -0.21], [-0.27, 0.49, 0.47], [-0.06, -0.08, -0.02], [-0.49, -0.13, -1.72], [-0.01, -0.02, 0.03], [-1.01, -1.54, -0.03], [0.92, -0.57, 1.27], [2.02, -1.43, 0.57], [0.28, 0.29, 0.56], [0.05, -0.22, -0.46], [-0.15, -0.17, 0.37], [0.86, 3.18, -1.50], [-0.16, -0.89, 0.62], [-0.84, -0.02, 1.34]]}

No. 2
{"formula": "C44H47BrN3O4P2RbSe2", "method": "ωB97M-V/def2-TZVPD", "charge": -2, "orbital_gap_ev": 5.67, "relative_energy_kj_mol": 4.8, "symbols": ["C", "C", "C", "C", "H", "Br", "H", "C", "C", "H", "H", "C", "C", "C", "C", "H", "N", "C", "C", "H", "H", "O", "H", "H", "C", "C", "C", "C", "H", "H", "C", "C", "O", "C", "H", "C", "C", "C", "P", "C", "C", "H", "C", "H", "H", "H", "H", "O", "H", "H", "C", "H", "H", "H", "C", "H", "H", "H", "C", "C", "H", "H", "H", "Se", "C", "H", "C", "H", "H", "C", "H", "C", "H", "H", "H", "H", "H", "H", "H", "C", "C", "H", "P", "C", "H", "H", "C", "N", "Se", "C", "C", "C", "H", "Rb", "H", "O", "H", "N", "H", "C", "C", "C", "H", "C"], "positions_angstrom": [[0.1193, -4.5686, -0.7115], [-0.2958, -4.3478, 0.6025], [5.1123, -1.0915, 1.5587], [3.2375, -1.9388, 2.1896], [-0.7255, -3.7923, -3.5356], [-7.3037, 0.7235, 1.3056], [2.7512, -4.6648, -0.9866], [1.8750, -2.3996, 2.1325], [-3.0275, 7.2912, -1.8262], [1.0299, 3.7831, 2.6605], [-2.1295, -1.7537, 4.3785], [2.3575, -2.9250, -3.5234], [0.5974, 0.2379, 3.9396], [2.2926, 3.1452, -1.1290], [-1.4662, 4.9859, -1.5182], [4.3852, -4.5860, -1.7184], [1.1594, -2.4256, 1.0820], [-0.7800, -5.4236, 1.3361], [-0.1849, -2.9675, 1.2155], [1.1319, -1.9799, -5.0570], [-0.4971, -3.0346, 2.2666], [-2.7639, -1.2293, -1.0290], [6.2082, -1.3784, 3.4907], [1.2078, 2.8201, -3.7245], [-5.4373, 1.1014, 1.1717], [3.6528, -4.0660, -1.1059], [-0.8662, -6.6954, 0.7753], [0.1854, 2.4845, -3.8615], [2.0442, -0.8482, -4.0726], [-1.0918, -5.2670, 2.3637], [-2.2809, -0.2487, -0.4248], [-2.8310, 1.7424, 1.0586], [2.5133, 2.9620, 0.0899], [-4.6066, 0.2764, 0.4412], [2.2522, 0.3406, 5.3069], [-1.4781, 1.3743, -5.2144], [-4.9330, 2.2181, 1.8180], [0.7451, -1.0087, 6.0076], [-0.4308, 3.4761, -1.2218], [1.2792, -0.0924, 5.1087], [5.3069, -1.4896, 2.9028], [1.4662, -2.7712, 3.0889], [-2.3888, 1.4703, -4.1670], [3.4034, 2.2123, 2.2700], [-2.2954, 4.8900, 0.4540], [4.0699, -3.8396, -0.1222], [3.1946, 1.9306, 4.0187], [-1.1061, 0.1691, -0.3844], [-0.4456, 3.0598, 3.3334], [-0.8687, 5.3234, -3.5507], [-1.2063, -2.8242, -3.6708], [1.2984, -1.2715, 6.9024], [-2.2317, 7.3648, -3.8203], [5.8275, -0.6060, 0.9045], [4.0850, -2.0368, 3.3090], [-1.4096, -2.6387, -4.7245], [-1.2473, -7.5212, 1.3651], [-3.3786, 1.0409, -4.2615], [2.9965, 1.5308, 3.0204], [0.0407, -5.8352, -1.2721], [-1.1437, -0.1684, 2.7555], [-1.7591, 0.8798, -6.1376], [-4.9499, -0.6063, -0.0824], [-0.1020, -1.4106, -2.9291], [-2.2389, 6.8314, -2.8769], [3.8262, -2.4456, 4.2769], [-0.7333, 2.6198, -2.8225], [0.3679, -5.9947, -2.2943], [-2.1276, -2.7963, -3.0900], [-2.0134, 2.0816, -2.9826], [-0.8776, -2.2962, 0.6969], [-2.2693, 5.4488, -0.4767], [-3.6332, 8.1812, -1.9492], [1.0201, 3.1712, 4.3438], [3.1112, -3.1953, -4.2644], [-5.5835, 2.8694, 2.3907], [1.7551, -3.8105, -3.3127], [-3.6650, 6.9375, 0.1936], [3.4805, 0.5632, 2.9020], [-0.4880, -1.6000, 5.7574], [-1.1791, -1.2799, 4.5953], [-2.7166, 2.1357, -2.1562], [1.2093, 1.3915, 2.6393], [-0.1933, 1.8693, -5.0535], [0.5334, 1.7575, -5.8511], [-0.8978, -2.3204, 6.4561], [-3.2632, 0.6054, 0.3835], [3.8717, -1.3624, 1.1177], [3.2163, -2.3323, -1.8475], [-0.4557, -6.9060, -0.5334], [-1.4681, 5.6890, -2.7225], [1.2356, 4.2232, -1.4551], [1.2962, 5.0215, -0.7144], [1.5912, 0.3594, -0.5086], [-0.5164, -7.8946, -0.9735], [2.7431, 2.4853, -2.1002], [-1.7823, 2.0144, 1.0028], [-3.6419, 2.5402, 1.7641], [1.3622, 4.6381, -2.4568], [-3.0433, 6.5960, -0.6254], [1.4784, -1.7811, -4.0415], [-0.6300, -0.3819, 3.6889], [0.5104, -3.7241, -1.2710], [0.6452, 3.0091, 3.3297]], "forces_ev_per_angstrom": [[-0.03, -0.03, 0.01], [0.14, 0.09, 0.00], [0.04, -0.11, 0.25], [0.03, 0.02, -0.06], [-0.02, -0.02, -0.03], [0.01, 0.01, 0.00], [0.03, 0.02, 0.01], [0.08, -0.20, 0.22], [0.04, -0.08, 0.03], [-0.02, -0.02, 0.04], [0.00, 0.02, -0.01], [-0.06, 0.27, 0.17], [-0.11, 0.04, -0.02], [0.08, 0.06, -0.11], [-0.04, -0.04, 0.03], [0.05, 0.00, -0.03], [-0.38, -0.04, -0.28], [-0.04, -0.08, -0.03], [0.03, 0.01, -0.04], [-0.01, -0.02, -0.05], [-0.02, 0.03, 0.09], [0.14, 0.12, 0.06], [0.00, 0.00, -0.03], [-0.04, -0.02, 0.01], [-0.08, 0.06, 0.06], [-0.05, 0.10, 0.21], [0.03, 0.05, -0.07], [-0.01, 0.02, -0.04], [0.03, 0.04, 0.00], [0.01, 0.01, -0.02], [-0.02, 0.06, -0.09], [-0.09, 0.14, 0.13], [0.11, 0.17, -0.14], [-0.01, 0.00, 0.03], [-0.01, 0.00, -0.01], [0.00, 0.00, 0.05], [0.14, -0.04, -0.06], [-0.03, 0.01, -0.04], [-0.03, 0.09, -0.06], [0.00, -0.09, 0.02], [0.02, 0.14, -0.37], [0.03, 0.04, 0.02], [0.07, 0.01, -0.01], [0.00, -0.03, 0.01], [-0.02, 0.04, -0.02], [-0.04, -0.05, -0.07], [-0.01, -0.01, 0.02], [-0.13, -0.25, 0.01], [0.02, 0.01, -0.02], [-0.02, 0.02, 0.03], [-0.02, 0.02, 0.15], [0.00, 0.01, -0.01], [0.00, 0.00, -0.01], [0.01, -0.01, 0.04], [-0.09, 0.11, -0.24], [-0.02, 0.00, -0.02], [0.00, 0.00, 0.00], [-0.01, 0.01, 0.00], [-0.10, 0.11, -0.06], [-0.03, 0.04, 0.02], [0.01, -0.01, 0.01], [-0.01, 0.01, 0.01], [-0.01, 0.01, 0.00], [0.14, -0.11, -0.27], [-0.01, 0.00, 0.03], [-0.02, 0.01, -0.02], [-0.15, 0.06, -0.03], [0.01, 0.02, 0.01], [0.01, 0.01, -0.02], [0.02, -0.01, -0.02], [0.00, -0.01, -0.02], [0.04, -0.06, 0.01], [0.00, 0.01, 0.00], [0.00, 0.01, -0.01], [0.06, 0.00, -0.02], [-0.02, -0.01, 0.00], [-0.03, -0.03, 0.05], [0.00, -0.01, 0.01], [0.06, -0.07, 0.01], [0.05, 0.04, -0.03], [0.06, 0.00, -0.01], [0.00, -0.01, -0.04], [0.13, 0.01, 0.16], [-0.01, -0.02, 0.09], [0.00, 0.02, 0.02], [0.00, 0.01, 0.00], [-0.10, -0.01, 0.00], [0.09, -0.05, 0.40], [0.05, -0.13, -0.49], [0.00, 0.07, 0.07], [-0.01, 0.01, -0.04], [0.06, 0.02, -0.04], [0.02, 0.02, 0.02], [0.21, -0.56, 0.22], [0.00, 0.00, 0.00], [-0.05, 0.25, 0.25], [-0.03, -0.04, 0.02], [-0.01, -0.08, -0.07], [0.00, 0.00, -0.02], [0.04, -0.02, -0.07], [-0.02, -0.17, 0.14], [0.01, 0.05, 0.06], [-0.02, -0.01, 0.01], [-0.06, -0.08, -0.07]]}

No. 3
{"formula": "C5H7NO", "method": "ωB97M-V/def2-TZVPD", "charge": 0, "orbital_gap_ev": 10.73, "relative_energy_kj_mol": 110.5, "smiles": "[H]/N=C1\\OC[C@H]2C[C@@H]12", "symbols": ["H", "C", "C", "H", "C", "H", "H", "H", "H", "O", "N", "C", "C", "H"], "positions_angstrom": [[-1.5608, -0.8814, -1.1758], [0.1880, -0.3676, 1.2449], [0.3474, 0.1506, -1.0820], [1.0268, 0.1708, -1.9282], [0.7520, 0.6195, 0.2880], [-0.1087, -1.1698, 2.9150], [-1.2996, 1.3523, -0.2404], [0.0788, 2.3591, -0.9099], [-0.1578, -1.9717, -1.3314], [-0.5754, -1.2788, 0.5711], [0.3773, -0.3774, 2.4959], [-0.5319, -1.0660, -0.8462], [-0.2493, 1.3998, -0.5241], [1.7133, 1.0606, 0.5230]], "forces_ev_per_angstrom": [[0.14, -0.13, -0.04], [0.11, 0.15, 0.42], [-0.02, -0.08, -0.12], [-0.14, 0.01, 0.16], [0.15, -0.04, 0.11], [0.04, 0.01, 0.01], [0.20, 0.07, 0.03], [-0.01, -0.15, 0.05], [0.04, 0.11, 0.12], [-0.04, 0.03, 0.11], [-0.11, -0.07, -0.52], [-0.05, 0.03, -0.24], [-0.15, 0.17, -0.03], [-0.16, -0.10, -0.06]]}

No. 4
{"formula": "C17H21N3O6P", "method": "ωB97M-V/def2-TZVPD", "charge": -3, "orbital_gap_ev": 4.22, "relative_energy_kj_mol": 239.3, "smiles": "CC[C@@H](C)[C@H](NP(=O)([O-])[O-])C(=O)N[C@@H](Cc1c[nH]c2ccccc12)C(=O)[O-]", "symbols": ["C", "C", "C", "C", "O", "H", "P", "H", "O", "H", "H", "C", "C", "H", "N", "H", "H", "C", "C", "H", "C", "H", "H", "H", "H", "C", "O", "O", "C", "C", "O", "O", "C", "C", "C", "N", "H", "H", "C", "N", "H", "H", "H", "H", "C", "H", "H", "H"], "positions_angstrom": [[3.4978, 3.8541, 0.0665], [1.3306, -3.8846, 1.6935], [0.7581, 3.5395, -1.7793], [-2.2485, -0.6907, -1.6774], [-0.2939, 0.9927, 3.9029], [2.4937, -5.5235, 1.2010], [-0.6530, 1.8393, 2.7344], [-0.1028, -1.8429, 3.0780], [-3.0717, -0.9159, -3.9491], [2.6406, 1.9187, 0.4699], [1.0389, 2.8130, -2.5224], [0.0400, 1.9891, 0.1494], [-2.5792, -1.8879, -0.7617], [-0.3210, -4.0245, -1.8354], [-0.4169, -2.2668, 2.1814], [-0.2845, 3.7276, -2.0350], [1.6375, -3.7994, 2.6606], [0.3115, -3.0956, 1.3426], [1.0793, 3.0705, -0.2691], [-2.2465, -1.0315, 1.8311], [1.1424, -4.8644, -0.4591], [3.3905, 4.6606, -0.5398], [2.7758, 2.3294, -1.2397], [-1.4103, -0.9127, -2.2706], [1.3249, 4.4797, -1.8202], [-1.4095, -2.2336, 0.2332], [-4.3919, 0.0763, -2.3656], [0.3428, 0.5127, -1.7148], [0.1448, -4.0260, -0.8896], [-0.5190, 0.9894, -0.9512], [-2.0594, 1.6695, 2.2984], [-0.3739, 3.2685, 3.0475], [-1.5285, -1.7786, 1.5719], [2.5819, 2.7485, -0.2805], [1.7990, -4.7904, 0.7869], [0.3960, 1.3049, 1.4350], [-0.8935, 2.4172, 0.2037], [-3.4725, -1.5432, -0.1757], [-0.2841, -3.1288, 0.1221], [-1.7819, 0.4256, -0.8587], [0.0424, 0.3712, 1.3093], [1.4904, -5.5903, -1.2214], [0.9034, 3.9284, 0.3550], [4.4503, 3.4946, -0.0691], [-3.2899, -0.4345, -2.7717], [3.2738, 4.0601, 1.1470], [-2.3229, 0.5294, 0.0320], [-2.9313, -2.7451, -1.3961]], "forces_ev_per_angstrom": [[-1.68, -1.31, 3.15], [0.73, -0.87, -1.02], [0.08, 0.56, 1.69], [1.48, 0.06, -0.21], [1.04, -2.72, 1.40], [0.11, 0.03, -0.83], [0.22, 1.40, 1.71], [-0.10, -0.44, -1.02], [0.14, 0.87, 1.98], [0.42, 0.53, -0.50], [0.68, -0.33, -0.05], [0.24, -1.39, -0.31], [0.12, 0.03, 0.30], [-0.28, -0.24, -0.94], [0.41, 0.84, 2.69], [-0.26, 0.29, 0.56], [1.33, -0.11, 2.58], [-1.41, 1.94, 1.66], [-1.14, -0.48, -2.95], [0.07, 0.40, 1.16], [1.17, -1.33, -2.03], [-0.56, 2.78, -1.64], [0.49, -0.50, -0.84], [1.46, -0.75, -0.58], [-0.11, -0.05, -0.80], [-3.10, 0.46, 0.08], [1.43, -0.35, -0.67], [-1.06, 0.48, -0.66], [0.41, 0.84, 2.78], [3.05, -2.54, 0.60], [-2.65, -1.28, -1.94], [1.18, 2.36, -0.59], [1.76, -1.37, -4.43], [-2.13, -2.32, 1.24], [-0.36, -0.57, 0.37], [-0.38, 0.42, -1.59], [-1.99, 2.51, 1.44], [0.68, -0.51, -0.23], [-2.46, 1.02, -2.28], [-0.83, 1.15, 1.30], [0.34, -0.75, 0.02], [0.00, 0.20, 0.65], [-0.22, 0.27, 0.59], [2.66, -0.66, 0.08], [-2.90, -0.40, -0.63], [0.58, 0.41, -0.91], [0.89, 0.84, -0.93], [0.47, 0.59, 0.54]]}